Molecular formula: C5H7NOS
Method: DFT, wB97M-V/def2-TZVPD

The geometry in ORCA input format:
```
! wB97M-V def2-TZVPD RIJCOSX def2/J DEFGRID3
* xyz 0 1
S -1.375 0.108 -1.330
O -1.561 -1.269 -1.706
N 0.861 -1.028 -0.260
C 0.184 0.148 -0.526
C 2.181 0.580 0.514
C 2.074 -0.765 0.350
C -2.533 0.383 0.200
C 0.970 1.233 0.034
H -3.094 1.234 0.026
H -3.114 -0.623 0.302
H 0.922 2.217 -0.086
H 2.763 -1.482 0.554
H 0.595 -2.018 -0.192
H 2.936 0.943 1.142
H -1.810 0.338 0.978
*
```

Computed properties:
HOMO-LUMO gap = 9.28 eV

=====

Molecular formula: C5H7NOS
Method: DFT, wB97M-V/def2-TZVPD

The geometry in ORCA input format:
```
! wB97M-V def2-TZVPD RIJCOSX def2/J DEFGRID3
* xyz 0 1
S 2.545 0.351 0.000
O 0.439 2.612 -0.007
N -1.258 1.059 0.028
C -0.062 -0.607 -1.069
C -0.050 -0.635 1.071
C 0.027 1.499 0.040
C -1.155 -0.425 -0.003
C 0.778 0.177 -0.007
H 0.253 -1.640 -1.158
H 0.338 -1.653 1.194
H -2.114 1.606 -0.046
H -0.130 -0.190 2.078
H 2.721 -0.952 -0.060
H -0.267 -0.176 -2.058
H -2.066 -1.026 -0.005
*
```

Computed properties:
HOMO-LUMO gap = 9.92 eV

=====

Molecular formula: C5H7NOS2
Method: DFT, wB97M-V/def2-TZVPD

The geometry in ORCA input format:
```
! wB97M-V def2-TZVPD RIJCOSX def2/J DEFGRID3
* xyz 0 1
S -0.347 0.879 -1.928
S 0.332 1.335 1.080
O -0.926 2.127 1.250
N 3.638 -0.413 0.520
C 0.683 1.473 -0.684
C -0.631 -1.239 -0.152
C -0.217 -0.513 1.097
C -1.369 -0.262 -1.007
C 2.604 -0.016 0.217
H -0.914 -0.367 1.942
H 1.400 2.262 -1.148
H 0.349 -1.796 -0.676
H -1.313 -2.100 0.071
H 0.731 -0.819 1.589
H -2.016 0.211 -0.399
H -2.006 -0.763 -1.770
*
```

Computed properties:
HOMO-LUMO gap = 7.80 eV

=====

Molecular formula: C5H7NOS2
Method: DFT, wB97M-V/def2-TZVPD

The geometry in ORCA input format:
```
! wB97M-V def2-TZVPD RIJCOSX def2/J DEFGRID3
* xyz 0 1
S -0.523 -1.477 2.013
S 2.260 -0.409 1.675
O 1.369 0.938 -0.718
N 0.299 0.099 -0.263
C -0.818 0.849 -0.114
C -2.133 -0.892 1.062
C 0.764 -0.641 1.083
C 2.198 0.401 -1.673
C -1.986 0.456 0.503
H 2.483 1.194 -2.283
H -2.076 -1.785 0.359
H -2.855 -1.083 1.783
H 1.673 -0.409 -2.183
H -0.693 1.780 -0.597
H -2.982 0.956 0.374
H 3.020 0.022 -1.019
*
```

Computed properties:
HOMO-LUMO gap = 8.36 eV
SMILES = CON1C=CCSC1=S

=====

Molecular formula: C5H7NS
Method: DFT, wB97M-V/def2-TZVPD

The geometry in ORCA input format:
```
! wB97M-V def2-TZVPD RIJCOSX def2/J DEFGRID3
* xyz 0 1
S -0.441 -0.962 1.725
N 0.452 0.870 -1.528
C 2.027 -0.630 -0.241
C 0.671 -0.044 -0.440
C -1.322 0.801 -0.378
C -0.477 -0.048 0.284
C -0.738 1.342 -1.473
H 1.231 1.253 -2.034
H -1.131 1.972 -2.140
H -2.425 0.799 -0.254
H -1.829 -1.023 1.759
H 2.692 -0.045 0.541
H 1.930 -1.759 -0.045
H 2.460 -0.412 -1.245
*
```

Computed properties:
HOMO-LUMO gap = 8.69 eV
SMILES = Cc1[nH]ccc1S

=====

Molecular formula: C5H7NS2
Method: DFT, wB97M-V/def2-TZVPD

The geometry in ORCA input format:
```
! wB97M-V def2-TZVPD RIJCOSX def2/J DEFGRID3
* xyz 0 1
S -2.522 -0.336 0.001
S 0.255 1.486 0.003
N 2.569 -0.197 -0.007
C 1.492 -0.790 0.745
C -0.744 -0.685 -0.004
C 0.186 -0.014 -1.057
C 0.179 -0.027 1.052
C 1.496 -0.804 -0.741
H 2.506 0.833 0.009
H -2.399 1.001 -0.033
H -0.705 -1.796 0.004
H 1.760 -1.666 1.343
H -0.116 0.086 2.102
H 1.713 -1.648 -1.351
H -0.131 0.096 -2.069
*
```

Computed properties:
HOMO-LUMO gap = 9.95 eV

=====

Molecular formula: C5H7NS2
Method: DFT, wB97M-V/def2-TZVPD

The geometry in ORCA input format:
```
! wB97M-V def2-TZVPD RIJCOSX def2/J DEFGRID3
* xyz 0 1
S 2.795 -0.050 0.843
S 2.665 0.716 -2.176
N 0.227 -1.065 -2.014
C 2.837 0.402 -0.625
C -0.634 1.417 0.362
C -0.153 -0.651 -0.916
C -1.370 -1.025 1.205
C -0.768 -0.081 0.127
H -0.654 1.854 -0.672
H 1.141 -1.185 -2.225
H -1.592 1.687 0.805
H -1.068 -2.048 0.906
H -2.416 -1.004 1.246
H -1.238 -0.735 2.231
H 0.226 1.767 0.905
*
```

Computed properties:
HOMO-LUMO gap = 7.74 eV

=====

Molecular formula: C5H7NS2
Method: DFT, wB97M-V/def2-TZVPD

The geometry in ORCA input format:
```
! wB97M-V def2-TZVPD RIJCOSX def2/J DEFGRID3
* xyz 0 1
S -2.841 0.230 -0.004
S 0.565 2.005 -0.214
N 1.035 -0.998 0.007
C -1.221 0.645 0.110
C -0.392 0.667 -1.112
C 0.547 -0.439 1.251
C -0.230 0.982 1.161
C 0.371 -0.583 -1.236
H 1.103 -0.526 -2.038
H -0.493 1.435 2.083
H 1.349 -0.082 1.863
H -0.151 -1.222 1.707
H 1.602 -1.806 -0.063
H -0.899 1.053 -1.943
H -0.344 -1.363 -1.572
*
```

Computed properties:
HOMO-LUMO gap = 8.58 eV

=====

Molecular formula: C5H7O3Rh
Method: DFT, wB97M-V/def2-TZVPD

The geometry in ORCA input format:
```
! wB97M-V def2-TZVPD RIJCOSX def2/J DEFGRID3
* xyz 3 6
Rh 5.121 2.510 -0.119
O 1.732 -0.158 -0.922
O -0.365 0.459 -0.184
O -0.663 -2.121 0.064
C -0.209 -3.206 0.099
C 0.220 -4.436 0.138
C 0.626 -0.044 -0.649
C -1.457 2.643 -0.211
C -0.489 1.833 0.572
H -0.900 3.535 -0.534
H 0.337 -4.927 1.105
H 0.457 -4.945 -0.797
H -1.811 2.142 -1.120
H -2.310 2.953 0.404
H 0.529 2.234 0.583
H -0.816 1.527 1.571
*
```

Computed properties:
HOMO-LUMO gap (spin up / spin down) = 7.35 / 7.16 eV

=====

Molecular formula: C5H7O3S
Method: DFT, wB97M-V/def2-TZVPD

The geometry in ORCA input format:
```
! wB97M-V def2-TZVPD RIJCOSX def2/J DEFGRID3
* xyz -1 1
S 2.779 -0.344 0.207
O 1.057 -0.247 -0.767
O 2.407 -1.211 1.331
O 3.676 -0.999 -0.752
C 0.678 1.869 0.284
C 1.001 3.124 -0.057
C -2.570 -2.201 -0.703
C 0.366 0.766 -0.571
C -2.310 -1.772 0.514
H 0.989 3.937 0.653
H 1.335 3.360 -1.055
H -1.449 -1.160 0.721
H -2.935 -2.023 1.359
H 0.326 1.670 1.297
H -1.926 -1.943 -1.528
H -3.422 -2.824 -0.932
*
```

Computed properties:
HOMO-LUMO gap = 6.76 eV

=====

Molecular formula: C5H7O3Tl
Method: DFT, wB97M-V/def2-TZVPD

The geometry in ORCA input format:
```
! wB97M-V def2-TZVPD RIJCOSX def2/J DEFGRID3
* xyz -1 2
Tl -0.296 1.838 0.687
O -1.339 1.206 2.687
O -0.596 -0.364 1.336
O -1.609 -0.950 3.306
C 0.572 2.530 -1.424
C -1.208 -0.030 2.597
C 1.289 1.573 -2.055
C 0.086 -1.817 -0.443
C -0.633 -1.634 0.842
H 1.700 1.657 -3.079
H 0.004 -0.923 -1.081
H -0.326 -2.676 -0.988
H -0.775 -2.428 1.576
H 1.168 -1.998 -0.290
H 1.489 0.592 -1.590
H 0.475 3.423 -2.080
*
```

Computed properties:
HOMO-LUMO gap (spin up / spin down) = 5.23 / 5.20 eV

=====

Molecular formula: C5H7OP
Method: DFT, wB97M-V/def2-TZVPD

The geometry in ORCA input format:
```
! wB97M-V def2-TZVPD RIJCOSX def2/J DEFGRID3
* xyz 0 1
P 0.575 -1.511 0.313
O 1.225 -0.740 -1.134
C -1.256 -1.396 0.037
C 1.129 0.135 -0.066
C -1.874 -0.112 0.041
C 2.206 1.081 0.235
C -1.460 1.094 -0.207
H 3.127 0.875 -0.283
H 1.715 2.096 0.160
H -1.636 -1.973 0.768
H -1.687 2.015 -0.600
H -1.487 -2.018 -0.979
H 2.358 0.797 1.362
H -2.935 -0.342 0.353
*
```

Computed properties:
HOMO-LUMO gap (spin up / spin down) = 8.45 / 7.83 eV

=====

Molecular formula: C5H8
Method: DFT, wB97M-V/def2-TZVPD

The geometry in ORCA input format:
```
! wB97M-V def2-TZVPD RIJCOSX def2/J DEFGRID3
* xyz -1 2
C 0.179 1.666 -0.087
C -0.076 0.354 -0.336
C 0.531 -0.699 0.486
C 0.242 -1.145 1.704
C -0.773 -0.136 -1.549
H -0.180 0.000 -2.488
H 0.788 -1.953 2.173
H -0.289 2.368 -0.772
H 0.646 2.039 0.808
H -1.615 0.542 -1.767
H -0.622 -0.699 2.186
H 1.505 -1.023 0.038
H -1.211 -1.128 -1.552
*
```

Computed properties:
HOMO-LUMO gap (spin up / spin down) = 3.25 / 8.94 eV

=====

Molecular formula: C5H8
Method: DFT, wB97M-V/def2-TZVPD

The geometry in ORCA input format:
```
! wB97M-V def2-TZVPD RIJCOSX def2/J DEFGRID3
* xyz 0 1
C 0.751 -0.153 -1.487
C -0.819 1.028 1.655
C 0.134 -1.245 -0.732
C 0.045 0.637 0.537
C 0.422 1.009 -0.634
H 0.554 -2.233 -0.746
H 0.315 -0.092 -2.489
H 1.828 -0.264 -1.602
H -0.514 2.014 2.009
H -1.862 1.101 1.337
H -0.756 0.334 2.497
H 0.837 -0.803 0.471
H -0.935 -1.333 -0.817
*
```

Computed properties:
HOMO-LUMO gap = 8.66 eV

=====

Molecular formula: C5H8
Method: DFT, wB97M-V/def2-TZVPD

The geometry in ORCA input format:
```
! wB97M-V def2-TZVPD RIJCOSX def2/J DEFGRID3
* xyz 0 1
C 0.851 -0.713 0.055
C -0.379 1.367 0.136
C -0.364 0.011 0.654
C -1.366 0.136 -0.521
C 2.045 -0.057 -0.119
H 0.506 -1.656 -0.340
H 2.000 0.976 0.036
H -2.360 0.458 -0.295
H -1.538 -1.808 0.005
H -0.675 2.150 0.823
H -0.499 -0.407 1.650
H -1.087 0.140 -1.529
H 2.866 -0.599 -0.555
*
```

Computed properties:
HOMO-LUMO gap = 6.42 eV

=====

Total energy: -19668.860 -19670.366 -30501.201 -30502.418 -17622.535 -28456.821 -28456.766 -28456.762 -14408.158 -22273.790 -16131.271 -16628.344 -5311.638 -5308.880 -5305.808 (eV)
Energy relative to the best compared isomer or geometry (same formula, charge and spin): 2.743 1.237 4.731 3.514 1.111 2.046 2.101 2.105 0.000 3.721 0.000 5.609 0.932 5.287 8.359 (eV)